1.
{
  "formula": "C23H17Br2N2O4SV",
  "method": "ωB97M-V/def2-TZVPD",
  "species": ["V", "Br", "C", "C", "C", "C", "C", "N", "C", "O", "O", "H", "H", "H", "O", "C", "C", "C", "N", "C", "Br", "C", "H", "H", "H", "H", "O", "S", "C", "C", "C", "C", "C", "C", "C", "C", "C", "C", "C", "C", "H", "H", "H", "H", "H", "H", "H", "H", "H", "H"],
  "coordinates": [[-1.1947, -0.0372, -0.4208], [-0.9656, 0.7181, 2.7560], [-1.5592, 2.0904, 1.6275], [-1.8672, 3.3676, 2.0672], [-2.2997, 4.2977, 1.1321], [-2.4235, 3.9446, -0.2165], [-2.1006, 2.6600, -0.5641], [-1.6717, 1.7540, 0.3428], [-2.1853, 2.0732, -1.9380], [-2.5385, 2.5795, -2.9321], [-1.7526, 0.7265, -1.8707], [-1.7690, 3.6205, 3.1140], [-2.5484, 5.3014, 1.4532], [-2.7666, 4.6418, -0.9698], [-6.0240, -3.4601, 1.0318], [-5.0681, -2.6114, 0.7697], [-5.2336, -1.2131, 0.7030], [-4.1543, -0.4281, 0.4154], [-2.9179, -0.9438, 0.1929], [-2.7954, -2.2814, 0.2599], [-1.0037, -2.7974, -0.1146], [-3.7881, -3.1615, 0.5336], [-6.8935, -3.0547, 1.1773], [-6.2007, -0.7578, 0.8705], [-4.2524, 0.6472, 0.3512], [-3.6348, -4.2312, 0.5668], [0.5475, -0.0752, -0.3845], [1.8634, -0.6070, -1.2665], [2.9532, 0.7352, -1.2281], [2.9131, 1.5234, -2.3864], [3.7856, 2.5906, -2.4914], [4.6832, 2.8483, -1.4615], [4.7229, 2.0471, -0.3199], [3.8602, 0.9785, -0.1911], [2.4530, -1.8889, -0.2387], [2.8546, -3.0304, -0.9322], [3.3902, -4.0863, -0.2080], [3.4908, -3.9957, 1.1727], [3.0586, -2.8554, 1.8516], [2.5396, -1.7842, 1.1511], [2.2324, 1.2863, -3.1955], [3.7835, 3.2042, -3.3814], [5.3782, 3.6724, -1.5550], [5.4457, 2.2501, 0.4582], [3.9165, 0.3332, 0.6735], [2.7670, -3.0907, -2.0107], [3.7231, -4.9761, -0.7242], [3.9065, -4.8227, 1.7331], [3.1392, -2.8061, 2.9290], [2.2010, -0.8952, 1.6678]],
  "forces_ev_per_angstrom": [[0.0, 0.1, 0.2], [0.0, 0.0, 0.0], [0.0, 0.0, 0.0], [0.0, 0.0, 0.0], [0.0, 0.0, 0.0], [0.0, 0.0, 0.0], [0.0, 0.0, 0.0], [0.0, 0.0, 0.0], [0.0, 0.1, 0.1], [0.0, 0.0, 0.0], [0.0, 0.0, -0.1], [0.0, 0.0, 0.0], [0.0, 0.0, 0.0], [0.0, 0.0, 0.0], [0.0, 0.0, 0.0], [0.0, 0.0, 0.0], [0.0, 0.0, 0.0], [0.0, 0.0, 0.0], [0.0, 0.0, 0.1], [0.1, 0.0, 0.0], [-0.1, 0.0, -0.1], [0.0, 0.0, 0.0], [0.0, 0.0, 0.0], [0.0, 0.0, 0.0], [0.0, 0.0, 0.0], [0.0, 0.0, 0.0], [0.0, 0.0, 0.0], [0.0, 0.0, 0.0], [0.0, 0.0, 0.0], [0.0, 0.0, 0.0], [0.0, 0.0, 0.0], [0.0, 0.0, 0.0], [0.0, 0.0, 0.0], [0.0, 0.0, 0.0], [0.0, 0.0, 0.0], [0.0, 0.0, 0.0], [0.0, 0.0, 0.0], [0.0, 0.0, 0.0], [0.0, 0.0, 0.0], [0.0, 0.0, 0.0], [0.0, 0.0, 0.0], [0.0, 0.0, 0.0], [0.0, 0.0, 0.0], [0.0, 0.0, 0.0], [0.0, 0.0, 0.0], [0.0, 0.0, 0.0], [0.0, 0.0, 0.0], [0.0, 0.0, 0.0], [0.0, 0.0, 0.0], [0.0, 0.0, 0.0]],
  "gap_ev": [6.07, 6.64],
  "e_above_lowest_kcal_mol": 2.6,
  "lumo_energy_ev": [-11.66, -11.10],
  "multiplicity": 2,
  "energy_ev": -211878.91151,
  "total_charge": 3
}

---

2.
{
  "formula": "C19H34BO6S3",
  "method": "ωB97M-V/def2-TZVPD",
  "species": ["C", "C", "C", "S", "C", "C", "C", "C", "C", "C", "C", "B", "O", "O", "C", "H", "H", "H", "H", "H", "H", "H", "H", "H", "H", "H", "H", "H", "H", "H", "H", "H", "H", "C", "C", "C", "S", "O", "O", "C", "H", "H", "H", "H", "H", "H", "H", "H", "C", "C", "C", "S", "O", "O", "C", "H", "H", "H", "H", "H", "H", "H", "H"],
  "coordinates": [[1.2887, -1.4402, -0.6060], [0.3993, -0.5883, 0.4233], [1.0053, 0.8429, 0.7154], [-0.0073, 2.1585, -0.1469], [-1.4215, 2.6789, 0.9710], [-2.7174, 2.1412, 0.2515], [-3.1108, 2.8980, -0.9690], [-4.2755, 2.4364, -1.7109], [-5.0168, 1.2537, -1.2444], [-4.6581, 0.4916, -0.0489], [-3.4183, 0.9769, 0.7492], [1.1592, 3.6040, -0.4761], [1.6481, 4.4122, 0.5517], [1.5341, 3.7905, -1.8150], [2.4798, 2.7546, -2.2083], [1.8807, -2.2052, -0.0372], [0.5934, -2.0222, -1.2774], [1.9478, -0.7921, -1.2431], [0.4017, -1.1573, 1.3868], [-0.6362, -0.5578, 0.0004], [2.0084, 0.8776, 0.1955], [1.1369, 1.0772, 1.8062], [-1.2980, 2.2320, 1.9961], [-1.4508, 3.7997, 1.0941], [-2.4960, 3.7845, -1.2792], [-4.5603, 2.9814, -2.6397], [-5.8857, 0.9254, -1.8632], [-5.2268, -0.4124, 0.2614], [-3.0488, 0.4374, 1.6610], [2.4141, 4.8642, 0.1338], [1.9791, 1.9409, -2.8113], [3.2691, 3.2054, -2.8746], [2.9857, 2.2510, -1.3424], [7.5767, 0.2589, -2.7673], [7.7359, 1.1835, -1.5568], [6.3303, 1.5454, -1.0682], [5.2723, 0.1728, -1.5270], [4.3145, 0.6352, -2.5082], [4.8633, -0.5345, -0.3362], [6.5316, -0.7749, -2.3644], [8.5200, -0.2127, -3.0432], [7.2220, 0.8342, -3.6273], [8.2764, 0.6574, -0.7654], [8.3085, 2.0781, -1.8044], [6.3002, 1.6773, 0.0128], [5.9534, 2.4417, -1.5625], [6.0966, -1.3006, -3.2130], [6.9406, -1.4897, -1.6486], [-6.1162, -4.7748, 2.6111], [-6.4603, -3.3186, 2.9419], [-5.1732, -2.6408, 3.4228], [-3.8237, -3.5112, 2.6269], [-3.0519, -4.1831, 3.6411], [-3.2217, -2.6389, 1.6391], [-4.8335, -4.7215, 1.7889], [-6.9212, -5.2670, 2.0647], [-5.9448, -5.3326, 3.5360], [-6.8263, -2.8176, 2.0410], [-7.2456, -3.2505, 3.6956], [-5.1410, -1.5893, 3.1400], [-5.0479, -2.7392, 4.5012], [-4.3099, -5.6750, 1.7454], [-5.0278, -4.3526, 0.7803]],
  "forces_ev_per_angstrom": [[-0.7, -0.1, 0.2], [0.6, -0.6, -0.4], [0.6, -0.6, -0.2], [-0.4, -0.7, 0.5], [-1.3, -0.3, 0.3], [-0.6, 0.2, -0.6], [-1.5, -2.3, 0.9], [1.4, -0.6, 1.9], [1.1, 0.0, 1.1], [2.6, 2.8, -0.4], [-1.7, 0.6, -2.6], [1.5, 2.0, -0.3], [-0.3, -1.4, -1.9], [0.0, -0.8, 2.1], [0.5, -1.0, -1.2], [-0.3, 0.9, -0.7], [0.8, 0.7, 0.6], [-0.5, -0.7, 0.6], [-0.3, 0.6, -0.8], [0.8, 0.2, 0.7], [-1.0, 0.2, 0.7], [-0.3, 0.0, -1.1], [0.1, 0.3, -1.1], [0.3, -1.2, -0.4], [-0.8, -1.0, 0.2], [0.1, -0.7, 0.9], [0.8, 0.3, 0.7], [0.6, 0.9, -0.3], [-0.5, 0.5, -1.1], [-0.6, 0.2, 0.5], [0.4, 0.9, 0.7], [-0.9, -0.3, 0.9], [-0.4, 0.7, -0.7], [0.0, 0.2, -0.1], [0.2, -0.1, 0.0], [0.3, 0.4, 0.1], [0.7, -0.4, 0.1], [-0.2, -0.1, 0.2], [-0.5, 0.2, -0.2], [0.3, -0.1, -0.3], [-0.1, 0.0, 0.0], [0.0, -0.1, 0.0], [0.0, 0.0, 0.0], [-0.1, 0.0, 0.0], [-0.2, -0.1, -0.1], [-0.1, -0.1, 0.0], [-0.1, 0.0, 0.1], [-0.1, 0.0, 0.0], [0.0, 0.0, 0.1], [-0.1, 0.0, -0.1], [-0.4, 0.2, 0.2], [-0.3, 0.0, -0.2], [0.2, 0.2, -0.2], [0.3, 0.0, 0.3], [-0.3, -0.3, -0.1], [0.1, 0.0, 0.0], [0.0, 0.0, -0.1], [0.0, 0.0, 0.0], [0.1, 0.0, 0.0], [0.2, -0.1, 0.1], [0.1, 0.0, -0.1], [0.1, 0.1, 0.0], [0.1, 0.0, 0.0]],
  "gap_ev": 8.65,
  "lumo_energy_ev": -3.09,
  "energy_ev": -65714.89179,
  "total_charge": 1
}

---

3.
{
  "formula": "C31H36MoN7O4S",
  "method": "ωB97M-V/def2-TZVPD",
  "species": ["Mo", "O", "C", "C", "C", "C", "C", "C", "C", "N", "C", "C", "N", "C", "C", "C", "C", "C", "C", "C", "O", "H", "H", "H", "H", "H", "H", "H", "H", "H", "H", "H", "H", "H", "H", "C", "C", "N", "C", "S", "N", "N", "C", "C", "C", "C", "C", "C", "C", "N", "H", "H", "H", "H", "H", "H", "H", "H", "H", "H", "H", "H", "H", "O", "C", "O", "C", "N", "C", "C", "C", "H", "H", "H", "H", "H", "H", "H", "H", "H"],
  "coordinates": [[-0.1241, -0.9068, 0.2937], [-1.2691, -1.9664, 1.6567], [-1.7362, -1.4207, 2.7492], [-1.5223, -1.9914, 4.0154], [-1.7997, -1.2632, 5.1531], [-2.2021, 0.0610, 5.0584], [-2.5034, 0.6179, 3.8223], [-2.4062, -0.1772, 2.6799], [-1.7896, 1.2083, 0.6829], [-2.1993, -0.0436, 0.1071], [-2.9239, -0.2243, -1.1254], [-2.4101, -1.5376, -1.7195], [-1.0029, -1.7266, -1.4148], [-0.3309, -2.4151, -2.3086], [0.8974, -3.0786, -2.0801], [1.5439, -3.7751, -3.1225], [2.6401, -4.5585, -2.8719], [3.1322, -4.6795, -1.5677], [2.5336, -4.0133, -0.5244], [1.4248, -3.1793, -0.7550], [0.8923, -2.4658, 0.1925], [-1.1001, -2.9821, 4.0732], [-1.6339, -1.6931, 6.1288], [-2.2857, 0.6650, 5.9493], [-3.1891, 2.4363, 4.6891], [-1.9761, 2.1791, 0.2375], [-2.7046, 0.6096, -1.8001], [-4.0055, -0.2820, -0.9662], [-2.5918, -1.5620, -2.8023], [-2.9486, -2.3748, -1.2536], [-0.7830, -2.5757, -3.2907], [1.1636, -3.6752, -4.1290], [3.1258, -5.0871, -3.6774], [3.9945, -5.3003, -1.3799], [2.9133, -4.0894, 0.4845], [6.0304, -0.6483, 1.1817], [5.1801, -1.7621, 0.5800], [4.1472, -1.2395, -0.2890], [2.9714, -0.8010, 0.1659], [1.8646, -0.1090, -1.0408], [2.6557, -0.8219, 1.4218], [1.4070, -0.3800, 1.6566], [1.2301, 0.5948, 2.5378], [2.2250, 0.9538, 3.5829], [0.0380, 1.3095, 2.2708], [-0.3714, 2.5409, 2.9480], [-1.5479, 2.9021, 3.4597], [-2.7912, 2.0914, 3.7306], [-2.8154, 0.3858, 1.3642], [-0.5119, 0.8556, 1.1449], [6.7888, -1.0660, 1.8362], [6.5253, -0.0802, 0.3991], [5.3962, 0.0224, 1.7549], [5.7914, -2.4475, -0.0107], [4.6807, -2.3199, 1.3740], [4.3958, -0.9589, -1.2264], [3.0940, 0.3065, 3.5100], [2.5352, 1.9909, 3.4811], [1.7658, 0.8350, 4.5616], [0.4292, 3.2755, 2.9864], [-1.6248, 3.9205, 3.8255], [-3.5507, 2.3247, 2.9797], [-3.8583, 0.6816, 1.2818], [-0.2414, 2.8054, -1.0583], [-0.4601, 2.3523, -2.1490], [-0.4756, 1.0462, -2.4001], [-0.8269, 3.1883, -3.3779], [-1.0367, 2.2672, -4.5008], [-2.4751, 2.2294, -4.7688], [-3.0027, 3.6116, -4.3782], [-2.1506, 3.9649, -3.1557], [0.0054, 3.8687, -3.5621], [-0.6049, 0.9750, -3.3878], [-0.5434, 2.5904, -5.3227], [-2.9253, 1.4588, -4.1328], [-2.6678, 1.9744, -5.8094], [-4.0685, 3.6033, -4.1581], [-2.8169, 4.3200, -5.1861], [-2.6347, 3.6228, -2.2402], [-1.9766, 5.0341, -3.0670]],
  "forces_ev_per_angstrom": [[-1.5, 0.0, -0.3], [0.6, -0.5, -0.9], [-0.5, 0.7, 0.8], [-0.1, 0.0, -0.3], [0.1, 0.1, 0.0], [-0.1, 0.1, 0.0], [-0.2, -0.3, 0.1], [0.1, -0.6, 0.1], [-0.5, 1.0, 0.1], [0.3, -0.4, -0.1], [-0.2, -0.1, -0.7], [-0.8, 0.1, 0.1], [0.5, -0.9, -1.7], [-0.5, 0.3, 0.6], [0.8, -0.3, 0.6], [-0.2, 0.1, 0.2], [0.1, 0.0, -0.2], [-0.3, 0.1, 0.0], [-0.3, 0.2, 0.2], [0.1, -0.1, -1.5], [0.8, -2.3, 0.9], [0.1, -0.1, 0.0], [0.1, -0.1, 0.1], [-0.1, 0.1, 0.1], [0.0, 0.0, -0.1], [0.1, -0.1, 0.0], [-0.1, -0.2, 0.2], [0.2, 0.0, 0.1], [0.0, -0.1, 0.2], [0.0, 0.2, -0.1], [-0.1, 0.0, 0.1], [-0.1, -0.1, -0.1], [0.0, 0.0, -0.1], [0.1, -0.1, 0.0], [0.0, 0.0, 0.1], [-0.1, -0.2, -0.1], [0.2, 0.1, 0.2], [0.1, 0.0, 0.0], [-0.8, 0.7, -1.0], [-0.1, 0.3, 0.1], [1.0, -0.6, 1.3], [0.4, 1.3, 0.6], [1.3, -1.4, -0.2], [0.0, 0.0, -0.2], [-1.3, -0.3, -1.5], [0.0, 0.3, 0.0], [-0.1, 0.0, 0.1], [0.1, -0.2, 0.0], [0.0, 0.1, 0.8], [0.5, 2.3, 1.8], [0.1, 0.0, 0.1], [0.1, 0.1, -0.1], [0.0, 0.1, 0.1], [0.0, 0.0, 0.1], [0.1, -0.1, -0.1], [-0.1, -0.1, 0.1], [0.0, 0.0, 0.0], [0.1, 0.1, 0.0], [-0.1, 0.0, 0.1], [0.0, 0.0, 0.0], [0.2, 0.0, 0.0], [0.0, 0.1, 0.0], [0.1, 0.1, -0.2], [0.0, 0.1, 0.0], [-0.1, 0.3, -0.3], [0.1, -0.3, 0.1], [0.2, 0.0, 0.3], [0.2, 0.2, -0.5], [-0.4, 0.2, 0.0], [0.1, -0.2, 0.0], [0.0, -0.1, 0.0], [0.0, -0.1, -0.1], [0.1, 0.2, 0.1], [0.1, 0.0, 0.0], [-0.1, 0.0, -0.1], [0.0, -0.1, 0.0], [0.0, 0.1, 0.0], [0.0, 0.0, 0.0], [0.0, 0.1, 0.1], [0.0, 0.0, 0.1]],
  "gap_ev": [6.58, 6.02],
  "e_above_lowest_kcal_mol": 95.9,
  "lumo_energy_ev": [-3.26, -4.14],
  "multiplicity": 3,
  "energy_ev": -64037.37166,
  "total_charge": 1
}

---

4.
{
  "formula": "C22H31N4O3S",
  "method": "ωB97M-V/def2-TZVPD",
  "species": ["C", "C", "C", "C", "C", "C", "C", "N", "C", "O", "C", "N", "C", "H", "C", "N", "C", "H", "H", "C", "H", "H", "C", "C", "C", "C", "C", "C", "C", "H", "H", "H", "H", "H", "H", "H", "H", "H", "H", "H", "H", "H", "H", "S", "O", "O", "N", "C", "H", "H", "H", "C", "H", "H", "H", "H", "H", "H", "H", "H", "H"],
  "coordinates": [[-2.2386, -1.0465, -0.3810], [-0.8449, -1.5729, -0.3927], [-0.5784, -2.9208, -0.1892], [0.7095, -3.4307, -0.2688], [1.7406, -2.5371, -0.4794], [1.5341, -1.1811, -0.6219], [0.2302, -0.6946, -0.6348], [0.0132, 0.6381, -0.9312], [0.7494, 1.3534, -1.8246], [1.6534, 0.8864, -2.4889], [0.2637, 2.8011, -1.9168], [-0.5885, 3.0842, -0.7988], [0.0474, 3.5660, 0.4073], [0.3411, 4.6248, 0.3288], [-0.9541, 3.3710, 1.5611], [-1.9429, 2.3930, 1.1284], [-2.8035, 3.0010, 0.1220], [-3.4274, 2.2131, -0.3084], [-3.4684, 3.7653, 0.5544], [-1.9088, 3.6378, -0.9671], [-1.9047, 4.7334, -0.8652], [-2.2895, 3.3944, -1.9590], [-2.6789, 1.7981, 2.2310], [-1.9681, 0.6104, 2.8408], [-0.6906, 0.2249, 2.4587], [-0.0961, -0.8971, 3.0120], [-0.7676, -1.6445, 3.9620], [-2.0378, -1.2599, 4.3604], [-2.6328, -0.1440, 3.8024], [-3.6250, 0.1490, 4.1137], [-2.5664, -1.8324, 5.1071], [-0.3038, -2.5171, 4.3957], [0.8988, -1.1826, 2.6993], [-0.1535, 0.8031, 1.7251], [-3.6479, 1.4543, 1.8531], [-2.8943, 2.5350, 3.0223], [-0.4464, 3.0039, 2.4526], [-1.4353, 4.3276, 1.8195], [0.9505, 2.9753, 0.5781], [1.1423, 3.4571, -1.9804], [-0.2816, 2.9057, -2.8588], [-0.7381, 1.1785, -0.4823], [2.3699, -0.5117, -0.7204], [3.4021, -3.1011, -0.6519], [4.3814, -2.2454, -0.0884], [3.5325, -4.5132, -0.5963], [3.7082, -2.8143, -2.5431], [4.0146, -1.4238, -2.8847], [4.7159, -1.0299, -2.1510], [3.1090, -0.8154, -2.8787], [4.4654, -1.3629, -3.8751], [2.6189, -3.3980, -3.3196], [2.8776, -3.4474, -4.3778], [1.7267, -2.7837, -3.2067], [2.4178, -4.4040, -2.9541], [4.5510, -3.3837, -2.6576], [0.9159, -4.4819, -0.1586], [-1.3984, -3.5944, 0.0043], [-2.9561, -1.8503, -0.2488], [-2.3574, -0.3357, 0.4352], [-2.4552, -0.5275, -1.3136]],
  "forces_ev_per_angstrom": [[-0.1, -0.1, 0.0], [0.3, 0.2, -0.1], [0.3, -0.1, 0.0], [-0.2, -0.2, 0.0], [0.9, -0.2, 0.0], [-0.2, 0.4, 0.0], [0.4, -0.7, -0.1], [-0.4, 0.1, 0.3], [-0.2, 0.0, 0.0], [0.3, 0.1, -0.2], [0.1, 0.1, 0.1], [0.1, 0.5, -0.4], [0.0, -0.1, 0.0], [0.0, -0.1, 0.0], [0.1, 0.0, 0.0], [-0.2, 0.0, 0.2], [-0.1, 0.0, 0.0], [0.0, 0.0, 0.0], [0.0, -0.1, 0.0], [-0.1, 0.0, 0.0], [0.0, -0.1, -0.1], [0.0, 0.1, 0.0], [0.0, 0.0, 0.0], [0.0, 0.0, 0.1], [-0.1, 0.1, 0.1], [0.1, -0.1, 0.0], [0.1, -0.1, 0.0], [-0.1, 0.0, 0.0], [0.1, 0.1, 0.0], [-0.1, 0.0, 0.0], [-0.1, -0.1, 0.1], [0.0, -0.1, 0.1], [0.1, 0.0, 0.0], [0.1, 0.1, -0.1], [0.0, 0.1, 0.0], [-0.1, 0.0, -0.1], [0.0, 0.1, 0.0], [0.0, -0.1, 0.0], [0.0, 0.0, 0.0], [0.0, -0.1, -0.1], [0.0, 0.0, 0.0], [0.2, -0.1, 0.1], [0.0, 0.1, -0.1], [-0.2, 0.1, -0.4], [-0.1, 0.4, 0.1], [-0.4, -0.2, 0.0], [0.1, -0.3, 0.9], [0.2, 0.9, 0.0], [0.0, 0.0, -0.1], [0.0, -0.1, 0.0], [0.0, -0.2, 0.0], [-0.7, -0.4, -0.5], [0.1, 0.1, 0.1], [0.1, 0.0, 0.0], [0.0, 0.0, 0.0], [0.0, 0.0, 0.0], [0.0, -0.2, 0.0], [-0.1, -0.1, 0.0], [-0.1, 0.0, 0.0], [-0.1, 0.1, 0.1], [0.0, 0.1, -0.1]],
  "gap_ev": 7.68,
  "e_above_lowest_kcal_mol": 13.9,
  "lumo_energy_ev": -3.23,
  "smiles": "Cc1ccc(S(=O)(=O)[NH+](C)C)cc1NC(=O)CN1CCN(Cc2ccccc2)CC1",
  "energy_ev": -46248.78717,
  "total_charge": 1
}

---

Question: Number 2 is which compound?
Answer: C19H34BO6S3